Entry from OMol25: an isolated ion of composition C7H12N3S and charge +1 (ωB97M-V/def2-TZVPD).

Output
maximum force = 3.98 eV Å⁻¹
molar mass = 170.26 g/mol
LUMO energy = -3.6 eV
structure (SMILES) = C/[NH+]=C(\C)[C@@H]1N=CS[C@@H]2N[C@@H]21
frontier orbital gap = 9.025 eV
energy above the lowest of the compared OMol25 structures with the same formula, charge and spin = 392.8 kJ/mol
DFT total energy = -22748.662 eV

Geometry as ORCA input:
```
! wB97M-V def2-TZVPD RIJCOSX def2/J DEFGRID3
* xyz 1 1
S -2.751 0.251 1.101
N -0.837 1.686 -0.170
N -1.196 -1.549 -0.623
N 1.034 -0.807 0.523
C -1.126 -0.400 -1.437
C 1.047 0.270 -0.160
C -0.194 0.700 -0.951
C -2.439 -1.011 -0.267
C 1.818 -1.301 1.592
C 2.026 1.354 -0.101
C -1.836 1.699 0.565
H 1.536 2.290 0.063
H 2.033 -2.332 1.237
H 2.631 -0.621 1.711
H 1.278 -1.510 2.519
H -2.450 2.734 0.665
H -1.581 -0.412 -2.370
H -1.185 -2.439 -1.120
H 0.190 -1.362 0.220
H 0.160 1.217 -1.873
H 2.496 1.395 -1.098
H 2.786 1.362 0.732
H -3.442 -1.215 -0.754
*
```

---

Entry from OMol25: a 2-piece molecular cluster, CH5Cl2N2PS overall (ωB97M-V/def2-TZVPD).

Output
maximum force = 5.33 eV Å⁻¹
molar mass = 179.01 g/mol
LUMO energy (alpha / beta) = -1.2 / 0.1 eV
frontier orbital gap (alpha / beta) = 7.526 / 9.082 eV
energy above the lowest of the compared OMol25 structures with the same formula, charge and spin = 303.0 kJ/mol
DFT total energy = -49264.798 eV

Geometry as ORCA input:
```
! wB97M-V def2-TZVPD RIJCOSX def2/J DEFGRID3
* xyz 0 1
Cl -0.611 0.931 2.292
Cl 1.317 -1.417 1.228
S -1.981 -1.829 1.906
P -0.591 -0.672 1.182
N -0.778 0.043 -0.301
N -0.919 -0.853 -1.290
C 1.320 1.610 -0.436
H 0.538 2.253 -0.421
H 1.893 1.267 0.563
H 1.680 1.184 -1.325
H -1.614 -0.797 -2.065
H -0.255 -1.719 -1.333
*
```

---

Entry from OMol25: a 11-piece molecular cluster, C9H38BF4O16S3 overall (ωB97M-V/def2-TZVPD).

Output
maximum force = 2.68 eV Å⁻¹
molar mass = 585.39 g/mol
LUMO energy = 2.2 eV
frontier orbital gap = 10.431 eV
energy above the lowest of the compared OMol25 structures with the same formula, charge and spin = 22.8 kJ/mol
DFT total energy = -86768.833 eV

Geometry as ORCA input:
```
! wB97M-V def2-TZVPD RIJCOSX def2/J DEFGRID3
* xyz -1 1
S 0.789 2.635 4.561
S 2.552 1.901 -4.664
S -5.453 -2.902 -1.035
F -0.823 -0.758 -1.336
F 1.312 -1.241 -0.760
F 0.756 0.505 -2.092
F 0.193 0.573 0.191
O -1.860 -0.113 1.683
O 3.103 2.354 -5.929
O 0.707 4.054 4.874
O 3.876 -1.571 -0.700
O 1.627 -2.405 1.824
O -1.023 -0.622 -4.057
O -5.611 -2.505 0.322
O -6.532 -2.637 -1.935
O 2.121 2.080 4.324
O 3.196 -4.415 -0.361
O 1.572 3.274 -0.687
O -0.998 2.865 -1.899
O 2.905 3.106 -3.575
O 1.134 1.601 -4.699
O 0.112 1.623 5.717
O -4.999 -4.519 -0.987
C 3.465 0.447 -3.920
C 4.321 4.885 -2.653
C -3.885 -2.064 -1.741
C -0.233 2.147 3.157
C -5.583 -5.384 0.003
C -5.015 -6.771 -0.172
C -0.933 2.100 6.589
C 4.264 3.483 -3.344
C -0.301 2.163 7.989
B 0.420 -0.176 -0.952
H -0.288 -0.009 -4.001
H 3.221 -3.468 -0.208
H 3.455 5.080 -2.022
H -1.738 2.796 -2.504
H 1.343 -2.278 0.915
H 5.257 4.916 -2.095
H -3.072 -2.308 -1.056
H 4.533 0.492 -3.714
H -3.927 -6.739 -0.097
H -0.226 1.058 3.179
H 4.642 2.728 -2.654
H 2.913 0.173 -3.021
H 0.933 3.204 -1.403
H 2.214 -1.668 1.997
H -1.002 -1.099 -3.224
H 0.611 2.756 7.934
H -0.070 1.161 8.350
H 4.709 3.476 -4.340
H -0.717 1.957 -1.763
H -1.897 1.596 6.530
H 4.390 5.711 -3.361
H -1.862 -0.953 1.223
H 2.974 -1.234 -0.654
H 3.044 -4.794 0.506
H 2.085 2.468 -0.745
H 4.427 -0.787 -0.727
H 3.301 -0.432 -4.544
H -3.936 -0.977 -1.695
H -1.158 0.391 1.262
H -3.593 -2.558 -2.666
H -0.987 2.594 8.720
H -1.052 3.136 6.268
H -6.655 -5.511 -0.153
H -5.340 -4.946 0.970
H 0.129 2.584 2.227
H -1.232 2.479 3.438
H -5.381 -7.506 0.544
H -5.223 -7.202 -1.152
*
```

---

Entry from OMol25: C23H43BN5O5S2 as an isolated structure (ωB97M-V/def2-TZVPD).

Output
maximum force = 1.95 eV Å⁻¹
molar mass = 544.57 g/mol
LUMO energy = -2.9 eV
frontier orbital gap = 9.023 eV
DFT total energy = -64575.803 eV

Geometry as ORCA input:
```
! wB97M-V def2-TZVPD RIJCOSX def2/J DEFGRID3
* xyz 1 1
S -2.047 3.642 0.262
S 0.500 3.537 1.498
O -0.231 -2.806 -6.645
O -2.412 0.238 4.355
O -0.765 -1.596 0.642
O 0.479 4.921 -1.358
O -1.610 1.615 2.804
N -0.652 -0.866 -0.518
N 2.106 2.581 -2.373
N -1.966 -1.868 -3.759
N -0.545 1.198 -1.627
N -0.774 1.178 0.662
C 4.202 1.674 -1.683
C 1.360 -4.062 4.530
C -0.511 -1.662 -1.732
C -0.554 3.925 -3.481
C -1.858 -2.134 -2.325
C -0.727 5.397 -3.909
C 0.080 2.444 -1.120
C 1.723 -3.367 0.370
C 0.394 -1.529 1.516
C -1.517 0.892 3.974
C -1.798 0.838 1.649
C 1.081 -2.865 1.687
C -1.886 1.269 -2.293
C 3.675 1.248 -0.465
C 2.323 1.501 -0.229
C 0.028 -3.968 3.804
C -0.831 -2.832 4.375
C 3.402 2.343 -2.601
C 1.593 2.154 -1.224
C -0.493 2.577 0.310
C -0.226 1.072 4.685
C 0.163 -3.939 2.280
C -0.686 0.436 -0.475
B -0.021 3.807 -1.998
H 1.917 -2.684 2.358
H -1.363 5.903 -3.185
H 2.738 -3.695 0.557
H -1.264 5.450 -4.850
H 1.875 -3.100 4.457
H 0.062 -2.541 -1.479
H -2.308 2.263 -2.278
H -1.320 -1.158 -4.075
H -1.191 -3.138 5.352
H 1.238 -4.252 5.590
H -0.520 -4.883 4.035
H 5.238 1.489 -1.923
H -0.149 2.111 5.001
H -2.961 2.768 -0.177
H -1.806 0.945 -3.324
H 1.112 -0.775 1.203
H -2.676 -1.713 -1.742
H -2.603 0.609 -1.809
H 0.580 -4.902 1.987
H 1.126 -4.140 -0.101
H -0.262 -1.912 4.486
H -1.754 -0.212 1.909
H -0.231 5.538 -1.153
H 4.288 0.743 0.264
H -2.908 -1.577 -3.979
H -1.915 -3.210 -2.178
H 1.808 -2.531 -0.324
H 0.223 5.910 -3.982
H 3.832 2.689 -3.527
H 0.609 0.901 4.010
H 0.040 -1.066 -2.453
H -2.802 1.016 1.269
H -0.878 -2.734 -5.937
H -1.707 -2.691 3.746
H 0.197 3.468 -4.124
H 0.010 -1.213 2.484
H 1.860 1.182 0.687
H -0.830 -3.903 1.834
H 1.024 2.523 2.196
H -1.510 3.436 -3.638
H 0.324 -3.551 -6.397
H 2.032 -4.784 4.074
H -0.178 0.425 5.548
*
```

---

Entry from OMol25: a 14-piece molecular cluster, C21H70O14 overall (ωB97M-V/def2-TZVPD).

Output
maximum force = 3.32 eV Å⁻¹
molar mass = 546.78 g/mol
LUMO energy = 0.4 eV
frontier orbital gap = 10.058 eV
energy above the lowest of the compared OMol25 structures with the same formula, charge and spin = 83.5 kJ/mol
DFT total energy = -51578.002 eV

Geometry as ORCA input:
```
! wB97M-V def2-TZVPD RIJCOSX def2/J DEFGRID3
* xyz 0 1
O -2.083 2.704 -2.486
O -1.081 -3.230 4.254
O 0.320 -4.259 1.874
O 2.731 -3.036 1.142
O 2.626 -1.716 -1.370
O -1.339 0.086 -3.538
O -0.559 1.070 4.162
O -3.064 -3.469 2.340
O 2.600 -0.396 2.422
O -1.672 -3.107 -0.001
O -2.804 -1.875 -2.159
O 1.481 0.507 -0.284
O 0.546 -1.157 4.087
O -2.413 -0.586 2.437
C 2.633 -3.872 -2.412
C 2.028 -2.481 -2.419
C 4.996 -0.756 2.086
C -4.265 2.906 -1.484
C 1.891 1.708 -0.958
C -1.533 0.402 0.374
C -1.850 1.035 -5.771
C 4.045 0.067 4.215
C 1.148 2.716 4.474
C 2.347 1.290 -2.366
C -4.107 -0.090 0.650
C -3.303 3.413 -2.525
C 0.515 -2.436 -2.464
C 0.121 2.147 3.447
C 0.316 -0.031 -5.199
C 3.941 0.104 2.716
C -0.871 3.244 3.182
C 2.942 2.480 -0.134
C -2.715 0.266 1.352
C -1.162 -0.083 -4.949
C -3.131 4.927 -2.436
H -1.257 3.671 4.186
H -0.089 -4.067 2.710
H 0.593 1.007 -5.327
H 0.215 -1.380 -2.474
H 2.966 -2.474 1.863
H 2.254 -1.933 -3.336
H 0.539 -0.633 -6.071
H -1.635 0.919 -6.838
H 1.699 -0.302 -0.762
H -3.034 -2.529 -2.789
H 1.456 1.043 -2.956
H -1.469 1.990 -5.511
H -1.583 -1.048 -5.242
H 0.673 3.462 5.050
H -4.028 -1.048 0.127
H -4.486 1.906 -1.624
H 3.874 2.014 -0.174
H 1.193 -1.018 3.368
H 3.179 0.479 4.755
H -2.241 -2.246 -1.457
H 3.714 -3.808 -2.502
H 2.993 2.146 -2.754
H 0.867 -0.524 -4.404
H -3.787 3.245 -3.551
H 4.882 -0.793 1.014
H -4.879 -0.080 1.410
H -0.621 -2.350 4.108
H -2.847 1.223 1.801
H -4.108 5.377 -2.751
H -0.588 0.513 0.939
H -2.296 5.309 -2.964
H 3.968 0.990 2.167
H -4.257 0.703 -0.103
H -2.452 -3.307 3.016
H -1.677 1.279 -0.215
H 0.138 -0.264 4.166
H -1.659 -0.717 -3.112
H -0.726 -3.544 5.114
H 2.698 -2.277 -0.603
H 2.265 -4.506 -3.260
H 2.437 -0.336 1.471
H -2.168 1.795 -2.794
H 4.088 -1.000 4.495
H -0.047 -2.983 -1.752
H -1.278 0.681 3.593
H -5.240 3.475 -1.482
H -0.329 4.097 2.776
H 1.857 -3.323 1.394
H -2.959 0.963 -5.686
H -3.902 3.039 -0.417
H -2.363 -3.303 0.649
H -1.600 -1.160 2.206
H -3.613 -2.703 2.257
H 2.757 2.707 0.894
H -3.016 5.207 -1.371
H 4.943 -1.862 2.385
H -1.442 -0.521 -0.207
H 0.923 2.341 -0.956
H 4.981 0.590 4.498
H 0.265 -2.839 -3.519
H 2.028 3.090 3.934
H 3.086 3.427 -0.615
H 2.371 -4.335 -1.445
H 1.509 1.889 5.101
H -1.699 3.093 2.566
H 2.958 0.398 -2.167
H 6.018 -0.382 2.256
H -0.960 -3.496 0.542
H 0.078 -5.153 1.595
H 0.597 1.684 2.527
*
```

---

> Among the records above, which one has the highest maximum force?

CH5Cl2N2PS